Run A
The following is a DFT calculation (ωB97M-V/def2-TZVPD) of C6H9NS in the gas phase.

The lowest unoccupied orbital energy is 0.9 eV. The SMILES is N[C@@H]1C=C[C@@]2(CS2)C1.

Cartesian coordinates (Å):
1 C 1.2967 -0.2685 0.2536
2 C 0.0992 0.5401 0.8079
3 C -1.1426 0.1348 0.0079
4 C -2.4431 -0.1135 0.5852
5 C -0.5862 -0.6209 -1.1334
6 C 0.7159 -0.8094 -1.0012
7 H 2.2158 1.3806 -0.4091
8 H 3.2012 0.0616 -0.4585
9 H 1.6001 -1.0645 0.9091
10 H 0.2823 1.6102 0.6525
11 H 0.0673 0.3302 1.9219
12 H -3.0488 -0.9172 0.2029
13 H -2.5134 -0.0042 1.6447
14 H -1.1863 -0.9459 -1.9759
15 H 1.3654 -1.2937 -1.7586
16 N 2.4773 0.5716 0.1009
17 S -2.4010 1.4087 -0.3499

Atomic partial charges in e from the Mulliken method, atoms 1 to 6: C 0.28; C -0.80; C 1.18; C -1.23; C -0.91; C -0.32

***

Run B
The following is a DFT calculation (ωB97M-V/def2-TZVPD) of C6H9NS in the gas phase.

The lowest unoccupied orbital energy is 0.8 eV. The SMILES is C=C[C@]1(C)CNC1=S.

Cartesian coordinates (Å):
1 C 0.4251 -0.7445 1.6604
2 C 0.0983 -0.1564 0.2843
3 C 0.2487 -1.1765 -0.8890
4 C -1.4052 -0.1660 -0.1145
5 C 0.8505 1.0313 -0.0895
6 C 0.3043 2.1714 -0.4622
7 H 0.0573 -1.7651 1.7998
8 H 0.1449 -0.0055 2.4496
9 H 1.5224 -0.6872 1.7630
10 H 0.4836 -2.2389 -0.6771
11 H 0.8681 -0.7697 -1.6865
12 H -1.7289 -1.2438 -1.9159
13 H 1.9425 0.9160 -0.0861
14 H 0.8985 3.0237 -0.7565
15 H -0.7676 2.3329 -0.4926
16 N -1.1389 -0.9809 -1.1551
17 S -2.8037 0.4593 0.3680

Atomic partial charges in e from the Mulliken method, atoms 1 to 6: C -1.50; C 1.91; C -0.78; C -0.47; C -0.80; C -0.70

***

Most stable to least stable: run A, run B

***

Run A
The following is a DFT calculation (ωB97M-V/def2-TZVPD) of a molecular structure, CH6N2O.

The lowest unoccupied orbital energy is 1.0 eV.

Cartesian coordinates (Å):
1 N 1.1365 -0.2048 0.4958
2 O 1.6494 -0.9393 -0.6586
3 H 2.1645 -0.2607 -1.1383
4 H 0.3864 -0.8315 0.7844
5 H 1.2555 0.1378 1.4803
6 C -1.1098 0.1719 0.0207
7 N -1.0342 1.2392 -0.6707
8 H -1.7072 1.2056 -1.4403
9 H -1.6316 -0.7449 -0.2704
10 H -1.1094 0.2268 1.3972

Atomic partial charges in e from the Mulliken method, atoms 1 to 6: N -0.41; O -0.38; H 0.32; H 0.26; H 0.28; C -0.29

***

Run B
The following is a DFT calculation (ωB97M-V/def2-TZVPD) of 2 unconnected molecules or ions with the total composition CH6N2O.

The lowest unoccupied orbital energy is 0.8 eV. The SMILES is [H]/N=C\N.O.

Cartesian coordinates (Å):
1 N -0.8784 -0.1895 0.4087
2 C 0.0302 -1.2261 0.5393
3 N 1.0380 -1.3416 1.2955
4 H -1.2008 0.0479 -0.5129
5 H -0.8242 0.5269 1.1131
6 H -0.2628 -2.0166 -0.1637
7 H 0.9775 -0.7742 2.1372
8 H 0.6945 2.3450 -1.8158
9 H 0.4141 0.9582 -1.2453
10 O 0.0121 1.6699 -1.7560

Atomic partial charges in e from the Mulliken method, atoms 1 to 6: N -0.52; C 0.13; N -0.60; H 0.28; H 0.19; H 0.33

***

Most stable to least stable: run B, run A

***

Run A
The following is a DFT calculation (ωB97M-V/def2-TZVPD) of a molecular structure, C4H9N2O2.

The lowest unoccupied orbital energy is 3.2 eV. The charge is -1.

Cartesian coordinates (Å):
1 O 1.9901 1.5523 -0.4896
2 C 0.7034 1.6074 -0.2347
3 N 0.3071 2.3017 1.0799
4 C 0.1385 0.1309 -0.0805
5 C 1.1163 -0.9913 -0.1286
6 N -1.2321 0.0120 -0.2624
7 C -1.7337 -1.4930 -0.4856
8 O -1.4784 -2.3862 0.4090
9 H 1.1591 2.2287 1.6296
10 H -0.4727 1.8212 1.5001
11 H 0.1450 2.1490 -1.0231
12 H 1.8407 -0.8633 -0.9343
13 H 1.6372 -1.0635 0.8353
14 H 0.5651 -1.9201 -0.3161
15 H -0.6546 -0.0505 0.8078
16 H -2.8046 -1.3540 -0.8177
17 H -1.2264 -1.6813 -1.4890

Atomic partial charges in e from the Mulliken method, atoms 1 to 6: O -0.84; C 0.27; N -0.72; C 0.34; C -0.98; N -0.33

***

Run B
The following is a DFT calculation (ωB97M-V/def2-TZVPD) of a molecular structure, C4H9N2O2.

The lowest unoccupied orbital energy is 2.9 eV. The charge is -1.

Cartesian coordinates (Å):
1 C -0.1495 -0.1840 0.4518
2 C 0.5864 1.1341 0.0669
3 C -0.3116 -1.1694 -3.0366
4 N 0.6786 -1.1089 -2.2050
5 N -0.0579 -0.4964 1.8886
6 C -0.4486 0.5843 2.8630
7 O -1.0972 1.5181 2.3751
8 O -0.0031 0.3605 4.0021
9 H -1.2069 -0.2130 0.1777
10 H 0.4365 -0.9444 -0.0471
11 H 1.3939 1.1850 0.8111
12 H -0.0955 1.9617 0.2217
13 H -0.8827 -2.1023 -3.2894
14 H -0.5094 -0.2770 -3.7223
15 H 1.1032 1.1168 -0.8835
16 H -0.3483 -0.6656 -1.7872
17 H 0.9119 -0.6994 2.1130

Atomic partial charges in e from the Mulliken method, atoms 1 to 6: C -0.70; C -0.96; C -0.23; N -0.57; N -0.43; C 0.59

***

Run C
The following is a DFT calculation (ωB97M-V/def2-TZVPD) of 2 unconnected molecules or ions with the total composition C4H9N2O2.

The lowest unoccupied orbital energy is 4.1 eV. The charge is -1.

Cartesian coordinates (Å):
1 N -2.0227 -1.3907 0.1266
2 C -1.4723 -0.2460 -0.6708
3 O -1.7252 0.9042 -0.1697
4 O -0.8224 -0.6857 -1.6646
5 H -2.8085 -1.0013 0.6632
6 H -2.2828 -2.1565 -0.4938
7 C 0.9591 1.8847 -0.5058
8 C 1.1402 0.9594 0.7282
9 C 2.1225 0.0350 0.7950
10 N 1.9230 -1.2066 1.4030
11 H 1.8954 2.0489 -0.9721
12 H 0.2193 1.4532 -1.1659
13 H 0.5278 2.8342 -0.1578
14 H 0.1738 0.7439 1.1959
15 H 3.0248 0.2193 0.1917
16 H 2.7709 -1.7941 1.4445
17 H 1.0602 -1.7131 1.1811

Atomic partial charges in e from the Mulliken method, atoms 1 to 6: N -0.56; C 0.64; O -0.73; O -0.75; H 0.23; H 0.21

***

Most stable to least stable: run C, run B, run A

***

Run A
The following is a DFT calculation (ωB97M-V/def2-TZVPD) of a gas-phase ion, C4H9N2O2 (charge -1).

The lowest unoccupied orbital energy is 3.8 eV. The SMILES is NCCCNC(=O)[O-]. The charge is -1.

Cartesian coordinates (Å):
1 C -0.7639 -0.8792 0.5890
2 C -0.4010 0.5382 1.0610
3 C -0.1888 1.6219 0.0520
4 N -0.1282 1.4044 -1.5346
5 N 0.1033 -1.5706 -0.3910
6 C 1.4891 -1.8135 -0.1126
7 O 1.7971 -1.9681 1.0809
8 O 2.2144 -1.6769 -1.1326
9 H -0.7338 -1.5628 1.5407
10 H -1.8403 -0.7609 0.2168
11 H -1.2747 0.8021 1.6607
12 H 0.4447 0.5955 1.7388
13 H -1.1018 2.2695 0.0813
14 H 0.6789 2.0921 0.3566
15 H -0.9651 1.3399 -2.0505
16 H 0.6194 0.6833 -1.7488
17 H 0.0507 -1.1151 -1.4077

Atomic partial charges in e from the Mulliken method, atoms 1 to 6: C -0.71; C -0.53; C -0.48; N -0.62; N -0.34; C 0.59

***

Run B
The following is a DFT calculation (ωB97M-V/def2-TZVPD) of a molecular structure, C4H9N2O2.

The lowest unoccupied orbital energy is 3.4 eV. The charge is -1.

Cartesian coordinates (Å):
1 N 2.9953 -0.4095 -0.6418
2 C 1.8136 0.7645 -0.2827
3 C 0.5335 -0.0578 -0.0117
4 N -0.6409 0.5741 0.5685
5 C -1.7875 -0.3685 0.8791
6 C -2.7837 -0.5978 -0.3019
7 O -3.6080 -1.5827 -0.2679
8 O -2.6116 0.2497 -1.2441
9 H 3.6432 0.2550 -0.9626
10 H 2.5600 0.1101 0.4030
11 H 1.7461 1.5085 0.5620
12 H 1.8991 1.2245 -1.2938
13 H 0.3027 -0.7433 -0.8959
14 H 0.9005 -0.7723 0.8381
15 H -1.0754 1.2370 -0.1044
16 H -2.5163 -0.0267 1.6382
17 H -1.3706 -1.3647 1.1180

Atomic partial charges in e from the Mulliken method, atoms 1 to 6: N -0.61; C -0.47; C -0.50; N -0.43; C -0.56; C 0.63

***

Run C
The following is a DFT calculation (ωB97M-V/def2-TZVPD) of a gas-phase ion, C4H9N2O2 (charge -1).

The lowest unoccupied orbital energy is 3.9 eV. The SMILES is C[C@@H](NC[O-])C(N)=O. The charge is -1.

Cartesian coordinates (Å):
1 O 2.4467 -0.3714 -0.3967
2 C 1.2641 -0.6446 -0.5637
3 N 0.8207 -1.1564 -1.7286
4 C 0.1609 -0.5606 0.5239
5 C 0.6638 0.3675 1.6506
6 N -1.0860 -0.2826 -0.1063
7 C -1.4862 1.1812 -0.4735
8 O -2.4829 1.6042 0.2732
9 H 1.4808 -1.2561 -2.4778
10 H -0.1558 -1.3740 -1.8342
11 H 0.2844 -1.5923 0.8463
12 H 1.7309 0.3563 1.6759
13 H 0.3042 1.3574 1.4364
14 H 0.2278 0.0696 2.6032
15 H -1.8854 -0.5504 0.4556
16 H -0.5449 1.7601 -0.3330
17 H -1.7433 1.0920 -1.5512

Atomic partial charges in e from the Mulliken method, atoms 1 to 6: O -0.71; C 0.21; N -0.34; C 0.26; C -1.12; N -0.45

***

Most stable to least stable: run A, run C, run B

***

Run A
The following is a DFT calculation (ωB97M-V/def2-TZVPD) of 2 unconnected molecules or ions with the total composition C5H11O2.

The lowest unoccupied orbital energy is 3.8 eV. The charge is -1.

Cartesian coordinates (Å):
1 C 2.3498 -1.3822 1.0068
2 C 2.4057 0.0327 0.4732
3 H 2.6490 -1.3944 2.0869
4 H 1.2692 -1.5741 1.0321
5 H 2.7772 -2.2178 0.4369
6 H 1.6950 0.6981 0.9138
7 H 3.4776 0.4991 0.6178
8 H 2.3346 0.1547 -0.5683
9 C -2.0223 -0.0449 -0.9734
10 C -2.3898 0.2003 0.4314
11 C -1.1171 1.3522 -1.5171
12 O 0.0202 1.2122 -1.1269
13 O -1.7157 2.2662 -2.1284
14 H -1.5228 -0.9769 -1.2583
15 H -2.8160 -0.0063 -1.7218
16 H -3.5545 0.3351 0.5914
17 H -2.1180 1.1851 0.5658
18 H -1.7221 -0.3389 1.1382

Atomic partial charges in e from the Mulliken method, atoms 1 to 6: C -0.69; C -0.82; H 0.23; H 0.19; H 0.29; H 0.23

***

Run B
The following is a DFT calculation (ωB97M-V/def2-TZVPD) of 2 unconnected molecules or ions with the total composition C5H11O2.

The lowest unoccupied orbital energy is 3.5 eV. The charge is -1.

Cartesian coordinates (Å):
1 C 2.4176 0.3466 3.1864
2 C 1.0113 0.7564 3.5821
3 H 2.4054 -0.6738 2.7950
4 H 2.8361 0.9835 2.4004
5 H 3.1348 0.3602 4.0004
6 H 0.4515 0.8986 2.6549
7 H 0.9803 1.7328 4.0721
8 H 0.6025 0.0219 4.2717
9 C -0.0204 -0.9027 -1.6783
10 C -0.7808 -1.9822 -0.9107
11 C -0.9124 0.4376 -1.7639
12 O -1.6851 0.3930 -2.7521
13 O -0.6666 1.3322 -0.9423
14 H 0.8983 -0.6166 -1.1464
15 H 0.2973 -1.1706 -2.6816
16 H -0.2591 -2.3103 -0.0029
17 H -0.8999 -2.9683 -1.3773
18 H -1.7991 -1.6369 -0.7170

Atomic partial charges in e from the Mulliken method, atoms 1 to 6: C -0.87; C -0.72; H 0.25; H 0.27; H 0.32; H 0.23

***

Run C
The following is a DFT calculation (ωB97M-V/def2-TZVPD) of a gas-phase ion, C5H11O2 (charge -1).

The lowest unoccupied orbital energy is 3.4 eV. The SMILES is [O-]CCCCCO. The charge is -1.

Cartesian coordinates (Å):
1 C 0.2133 -0.6105 -2.4039
2 O -1.1394 -0.8594 -2.8283
3 C 0.3069 0.1486 -1.0743
4 C 0.0410 -0.7453 0.1368
5 C 0.6147 -0.1776 1.4511
6 C 0.0793 1.1973 1.9000
7 O -0.0322 1.3638 3.2162
8 H 0.7243 -1.5742 -2.2915
9 H 0.6931 -0.0796 -3.2135
10 H -1.4908 -1.4274 -2.1332
11 H 1.3691 0.4415 -1.0271
12 H -0.3037 1.0489 -1.1757
13 H -1.0244 -0.9077 0.3314
14 H 0.5893 -1.6822 -0.0417
15 H 1.7131 -0.1744 1.3482
16 H 0.4783 -0.9532 2.2059
17 H -0.9098 1.3207 1.3357
18 H 0.7039 1.9481 1.3285

Atomic partial charges in e from the Mulliken method, atoms 1 to 6: C -0.68; O -0.53; C -0.22; C -0.57; C -0.67; C -0.34

***

Most stable to least stable: run B, run A, run C

***

Run A
The following is a DFT calculation (ωB97M-V/def2-TZVPD) of 2 unconnected molecules or ions with the total composition C5H11O2.

The lowest unoccupied orbital energy is 3.5 eV. The charge is -1.

Cartesian coordinates (Å):
1 C 1.4714 0.0421 -1.9628
2 C 1.8373 0.2965 -3.4236
3 C 0.1167 0.8596 -1.6889
4 H 1.2122 -1.0233 -1.6774
5 H 2.3644 0.2598 -1.3365
6 H 1.1496 -0.0278 -4.1626
7 H 2.7149 -0.2017 -3.7503
8 H -0.0240 1.1636 -0.5844
9 H 0.0738 1.7360 -2.3074
10 H 2.0181 1.3601 -3.7382
11 H -0.6880 0.2590 -1.8898
12 C -0.5932 -1.6465 1.8649
13 C -0.9071 -0.0658 1.9529
14 O -1.4709 0.3475 0.9753
15 O -0.8682 0.3431 3.1782
16 H -1.4553 -2.0764 1.4616
17 H -0.4065 -1.9594 2.9978
18 H 0.2032 -1.9309 1.3042

Atomic partial charges in e from the Mulliken method, atoms 1 to 6: C -0.08; C -1.32; C -1.05; H 0.18; H 0.27; H 0.37

***

Run B
The following is a DFT calculation (ωB97M-V/def2-TZVPD) of a molecular structure, C5H11O2.

The lowest unoccupied orbital energy is 3.6 eV. The charge is -1.

Cartesian coordinates (Å):
1 C 0.9023 -0.9837 0.7300
2 O 2.2081 -0.9364 1.2878
3 C 0.4728 -0.3070 -0.6557
4 C -0.9682 -0.4931 -1.0344
5 C -1.8958 0.3172 -0.0137
6 C -2.7539 1.1346 -0.5965
7 H 0.0574 -0.5465 1.3563
8 H 0.8139 -2.0776 0.5204
9 H 0.8140 0.7266 -0.5594
10 H 1.2109 -0.5922 -1.4108
11 H -1.5368 -1.4673 -1.1526
12 H -1.1827 0.1998 -1.9202
13 H -1.8576 0.1671 1.0574
14 H -3.1451 0.8625 -1.6071
15 H -3.5293 1.6171 0.1337
16 H 4.2451 1.0675 1.1812
17 H 2.8154 0.1133 1.2148
18 O 3.3295 1.1979 1.4687

Atomic partial charges in e from the Mulliken method, atoms 1 to 6: C -0.26; O -0.70; C -0.80; C -0.38; C -0.15; C -0.79

***

Run C
The following is a DFT calculation (ωB97M-V/def2-TZVPD) of 2 unconnected molecules or ions with the total composition C5H11O2.

The lowest unoccupied orbital energy is 3.8 eV. The charge is -1.

Cartesian coordinates (Å):
1 C 2.2248 0.0557 -1.7226
2 C 2.1412 1.4303 -2.3865
3 H 1.1994 -0.2186 -1.5026
4 H 2.7458 -0.6614 -2.3864
5 H 2.8025 0.2684 -0.8952
6 H 2.9534 1.6995 -2.9950
7 H 1.9496 2.2603 -1.7065
8 H 1.2595 1.3883 -3.0255
9 C -0.3743 -1.1627 0.7935
10 C -0.1761 -1.2620 2.2938
11 C -1.3264 0.0459 0.5130
12 O -1.0844 1.1018 1.0484
13 O -2.3073 -0.1678 -0.1896
14 H 0.6304 -0.9373 0.2730
15 H -0.7654 -2.0833 0.4347
16 H 0.0505 -0.2702 2.7362
17 H 0.5839 -2.0088 2.5339
18 H -1.2119 -1.5519 2.7155

Atomic partial charges in e from the Mulliken method, atoms 1 to 6: C -0.48; C -1.03; H 0.05; H 0.26; H 0.27; H 0.37

***

Run D
The following is a DFT calculation (ωB97M-V/def2-TZVPD) of 2 unconnected molecules or ions with the total composition C5H11O2.

The lowest unoccupied orbital energy is 3.6 eV. The charge is -1.

Cartesian coordinates (Å):
1 C -0.3010 -1.7545 0.1714
2 C 1.1564 -1.4121 0.3668
3 C -0.6776 -2.5589 -1.2199
4 O 0.3512 -3.0226 -1.7556
5 O -1.8645 -2.4934 -1.5497
6 H -0.7310 -2.3638 0.9663
7 H -0.9344 -0.8944 -0.0531
8 H 1.8150 -2.1012 -0.1699
9 H 1.3569 -1.5423 1.4324
10 H 1.4367 -0.4293 0.0241
11 C -0.9115 2.6165 0.0415
12 C 0.4620 2.0006 0.3267
13 H -1.0578 3.5020 0.6442
14 H -1.0449 2.8573 -1.0081
15 H -1.6235 1.9091 0.4665
16 H 1.3065 2.6666 0.0934
17 H 0.6913 1.0864 -0.1891
18 H 0.5704 1.9339 1.4122

Atomic partial charges in e from the Mulliken method, atoms 1 to 6: C -0.24; C -0.93; C 0.51; O -0.71; O -0.73; H 0.39

***

Most stable to least stable: run D, run C, run A, run B